# 1
ORCA calculation (the ωB97M-V functional and the def2-TZVPD basis) on a molecular structure, C6H5O3S2 at a distorted geometry.

Structure (XYZ):
```
16
Properties=species:S:1:pos:R:3
C -2.3947 0.3516 0.8331
C -1.0761 -0.0138 1.1563
C -2.9471 -0.3099 -0.2190
C -0.6352 -1.0354 0.3204
C 2.7178 1.3388 0.1042
C 2.0189 0.3846 -0.6898
O 3.1401 1.9122 -0.9121
O 2.8184 1.5431 1.3022
O 0.7331 -2.8088 -0.9276
S -1.8462 -1.4271 -0.8293
S 0.8758 -1.8981 0.2487
H -2.9523 1.1936 1.1072
H -0.3719 0.6676 1.6795
H -3.9907 -0.1290 -0.6927
H 2.8393 -0.1414 -1.2138
H 1.0709 0.3718 -1.2673
```

Values from the calculation:
net charge: -1
2S+1: 1
F_max: 4.4 eV/Å
LUMO (spin up / spin down): 3.0 / 3.0 eV
orbital gap (spin up / spin down): 6.33 / 6.33 eV
highest occupied orbital energy (spin up / spin down): -3.28 / -3.28 eV
energy above the lowest of the compared OMol25 structures with the same formula, charge and spin: 216.8 kJ/mol

# 2
ORCA calculation (the ωB97M-V functional and the def2-TZVPD basis) on 2 unconnected molecules or ions with the total composition C6H5O5 at a distorted geometry.

Structure (XYZ):
```
16
Properties=species:S:1:pos:R:3
C -1.4619 1.3333 0.0040
C -0.4908 0.2950 0.0611
C -1.0703 -0.8882 0.4903
C 0.9430 0.3019 -0.2317
C -2.7079 0.6366 0.3242
C 2.9515 -0.9340 -0.2845
O -2.6620 1.0046 -0.9997
O -0.6253 -2.0053 0.6481
O 1.6010 1.3386 -0.3823
O -2.5735 -0.6664 0.6033
O 1.5506 -0.9115 -0.1480
H -1.2731 2.3509 -0.0255
H -4.2713 0.9430 0.9907
H 3.4479 -0.3353 0.4731
H 3.2668 -0.4827 -1.2034
H 3.3752 -1.9805 -0.3199
```

Values from the calculation:
net charge: -1
2S+1: 1
F_max: 4.8 eV/Å
LUMO: 3.6 eV
orbital gap: 7.64 eV
highest occupied orbital energy: -4.05 eV
energy above the lowest of the compared OMol25 structures with the same formula, charge and spin: 228.8 kJ/mol

# 3
ORCA calculation (the ωB97M-V functional and the def2-TZVPD basis) on a molecular structure, C6H5O5S at a distorted geometry.

Structure (XYZ):
```
17
Properties=species:S:1:pos:R:3
C -1.8434 0.8160 -0.9008
C -1.0004 0.0836 -0.1436
C 1.1812 0.4115 2.6993
C 0.6321 -0.2427 1.6900
C -0.7535 -0.0306 1.3175
C -0.6724 -0.6956 -1.3607
O 1.2085 1.1394 -1.6225
O -1.5976 0.2692 2.1188
O 1.8216 -1.3095 -1.1795
O 0.8897 -0.5529 -3.3897
O -1.5691 0.0558 -2.1116
S 1.0545 -0.3010 -1.9472
H -2.2852 1.7674 -0.9438
H 2.1344 0.3359 2.9798
H 0.4315 0.7489 3.3504
H 1.1358 -0.7915 0.9362
H -0.7677 -1.7038 -1.4926
```

Values from the calculation:
net charge: -1
2S+1: 1
F_max: 4.0 eV/Å
LUMO: 3.1 eV
orbital gap: 8.64 eV
highest occupied orbital energy: -5.56 eV
energy above the lowest of the compared OMol25 structures with the same formula, charge and spin: 266.3 kJ/mol

# 4
ORCA calculation (the ωB97M-V functional and the def2-TZVPD basis) on a molecular structure, C6H5O6V at a distorted geometry.

Structure (XYZ):
```
18
Properties=species:S:1:pos:R:3
O 0.7664 0.0248 -5.6869
C 1.0274 0.0305 -4.5562
V -0.0382 0.0223 -0.1594
O 2.6332 0.0068 -1.7739
C 1.6889 0.0072 -1.1027
C -1.9094 -0.0123 0.5981
O -2.9979 -0.0199 0.9830
C -0.0847 -1.9960 -0.2006
O -0.1607 -3.1359 -0.3608
C -0.1174 1.9940 -0.2292
O -0.2228 3.1320 -0.4268
H -0.7278 -0.0233 -1.4477
C 0.0626 0.0863 2.9413
O 1.0402 -0.0041 1.8775
H -0.5392 1.0079 2.7804
H 0.6963 0.1510 3.8328
H -0.5957 -0.8064 2.9293
H 1.5621 -0.8232 1.8594
```

Values from the calculation:
net charge: +3
2S+1: 2
F_max: 9.6 eV/Å
LUMO (spin up / spin down): -18.8 / -18.3 eV
orbital gap (spin up / spin down): 3.40 / 4.03 eV
highest occupied orbital energy (spin up / spin down): -22.22 / -22.34 eV
<S²>: 0.804
energy above the lowest of the compared OMol25 structures with the same formula, charge and spin: 0.0 kJ/mol

# 5
ORCA calculation (the ωB97M-V functional and the def2-TZVPD basis) on 2 unconnected molecules or ions with the total composition C6H5OP at a distorted geometry.

Structure (XYZ):
```
13
Properties=species:S:1:pos:R:3
C 1.3683 2.2178 -0.7326
C 0.1320 1.7625 -0.3600
C 2.5062 2.5714 -0.9102
C 0.6385 -1.5131 0.3229
C 0.3075 -0.5615 0.9623
C -0.9712 1.7039 0.1747
O -2.2678 1.5789 0.5767
P -3.0612 0.2071 0.1600
H 3.2868 3.1474 -1.2902
H 0.7271 -2.5053 -0.1517
H 0.2652 0.2466 1.6106
H -3.3316 0.5688 -1.1881
H -4.2743 0.7290 0.5468
```

Values from the calculation:
2S+1: 1
F_max: 4.1 eV/Å
LUMO: 0.6 eV
orbital gap: 9.44 eV
highest occupied orbital energy: -8.87 eV
energy above the lowest of the compared OMol25 structures with the same formula, charge and spin: 587.8 kJ/mol
structure (SMILES): C#CC#COP.C#C

# 6
ORCA calculation (the ωB97M-V functional and the def2-TZVPD basis) on C6H5OPS2 in the gas phase at a distorted geometry.

Structure (XYZ):
```
15
Properties=species:S:1:pos:R:3
C -0.5691 -0.5077 -0.3878
C -0.3998 0.8340 -0.4695
C 0.3456 -1.3147 0.1934
C 0.8377 1.3364 -0.1550
C 1.5175 -0.8395 0.6807
C 1.7425 0.5027 0.4014
O 3.3524 2.6256 0.7648
P 3.4033 1.1736 0.6548
S 4.7004 0.2152 -0.6102
S 3.9270 -1.4943 -1.1778
H -1.5392 -0.8508 -0.8324
H -1.2559 1.5713 -0.8644
H 0.1487 -2.2898 0.1111
H 1.0369 2.4154 -0.0614
H 2.1721 -1.4115 1.2351
```

Values from the calculation:
2S+1: 1
F_max: 3.9 eV/Å
LUMO (spin up / spin down): -1.7 / -2.2 eV
orbital gap (spin up / spin down): 7.21 / 6.08 eV
highest occupied orbital energy (spin up / spin down): -8.87 / -8.27 eV
energy above the lowest of the compared OMol25 structures with the same formula, charge and spin: 0.0 kJ/mol